Record 1
C21H18Co2NO8 | the ωB97M-V functional and the def2-TZVPD basis

Summary:
HOMO-LUMO gap	5.81	eV
relative energy (zero: lowest compared OMol25 entry of this formula, charge and spin)	1.470	eV
net charge	-1
molecular weight	530.24	g mol⁻¹
E_tot	-4233.162273	hartree
highest occupied orbital energy	-0.115	Eh

Geometry as XYZ:
```
50
Properties=species:S:1:pos:R:3:nbo_charge:R:1
H -2.502 -0.122 -3.006 0.20
H -2.723 -4.199 -1.288 0.19
H -1.029 -4.528 -1.768 0.20
H -4.536 1.294 -2.612 0.19
C 0.777 1.439 0.411 -0.02
Co 2.353 3.406 -1.170 -0.09
O 3.128 -1.699 0.208 -0.55
H -0.023 -4.047 3.012 0.21
C -1.796 -4.717 -1.008 -0.26
H -0.676 1.505 1.964 0.17
C -3.801 2.073 -0.724 -0.22
O 4.625 1.425 -2.108 -0.56
O -1.349 -4.269 0.283 -0.52
H -2.845 2.606 1.157 0.20
O 0.315 3.087 -3.238 -0.53
N -0.222 -1.129 1.612 -0.62
H 2.199 2.786 1.363 0.19
O 1.245 -0.053 -3.198 -0.53
H 1.170 -2.359 4.208 0.20
C 0.424 -3.288 2.365 -0.40
H 1.518 -0.211 2.355 0.20
H -1.974 -5.784 -0.883 0.18
H -4.679 2.698 -0.555 0.20
H -1.630 -2.538 2.266 0.18
C -3.721 1.294 -1.888 -0.27
C -0.691 -2.475 1.679 -0.14
O -1.088 -2.290 -0.735 -0.58
Co 2.156 0.937 -0.613 -0.08
C 2.709 -0.648 -0.048 0.59
C -1.614 1.284 -0.026 0.07
C 0.710 -0.868 2.694 -0.22
C -1.055 -2.958 0.281 0.80
C -2.589 0.505 -2.118 -0.20
C 3.665 4.405 -1.798 0.50
C -1.551 0.509 -1.194 -0.25
H 0.230 -0.358 3.549 0.16
C 3.606 1.541 -1.555 0.43
C 1.152 3.188 -2.447 0.47
C 1.824 2.333 0.440 -0.49
C -2.781 2.045 0.221 -0.27
O 1.025 5.697 0.026 -0.54
C 1.499 0.343 -2.139 0.57
C -0.486 1.271 0.907 -0.46
H 2.315 -2.333 2.843 0.22
H 1.052 -3.774 1.607 0.22
H -0.685 -0.138 -1.316 0.23
O 4.526 5.055 -2.206 -0.54
C 1.563 4.796 -0.454 0.58
C 1.261 -2.247 3.124 -0.41
H -1.003 -0.489 1.519 0.41
```

Record 2
C21H18CoN5O5 | the ωB97M-V functional and the def2-TZVPD basis

Summary:
HOMO-LUMO gap (alpha / beta)	5.76 / 6.28	eV
2S+1	2
net charge	-1
molecular weight	479.34	g mol⁻¹
E_tot	-2843.854521	hartree
<S²>	0.767
highest occupied orbital energy (alpha / beta)	-0.122 / -0.142	Eh

Geometry as XYZ:
```
50
Properties=species:S:1:pos:R:3:lowdin_spin:R:1
O 0.230 -2.177 2.331 0.00
O 1.768 -0.114 0.300 -0.01
Co -0.068 -0.122 0.389 0.90
C -3.124 2.892 -1.418 0.01
C -3.887 -1.791 0.326 0.00
H 6.235 3.242 -0.687 0.00
H -4.623 -2.586 0.477 0.00
C -4.474 2.664 -1.318 0.00
C 4.351 2.247 -0.543 0.00
H 7.537 1.152 -0.854 0.00
H 0.214 -4.643 -3.090 0.00
O -1.846 -0.023 0.356 0.02
C -0.806 2.254 -1.020 0.04
C 2.247 0.918 -0.313 -0.01
N 1.439 1.830 -0.807 0.00
H -0.515 3.205 -1.463 0.00
C 4.442 -0.160 -0.518 0.00
H 0.363 -4.804 2.186 0.00
H -3.170 -1.795 1.150 0.00
H -2.756 3.793 -1.890 0.00
C -0.517 -4.948 -2.338 0.00
O -4.632 -0.595 0.278 0.00
C -2.189 1.973 -0.911 0.00
C -0.271 -2.869 -1.124 0.00
C -4.051 0.536 -0.257 0.00
C -4.932 1.478 -0.754 0.01
C 0.125 -2.907 1.200 0.00
N -0.250 -4.277 -1.095 0.00
C 5.724 2.288 -0.668 0.00
H -0.478 -6.025 -2.198 0.00
H 6.384 -1.031 -0.716 0.00
H -1.506 -4.661 -2.705 0.00
H 3.922 -1.102 -0.443 0.00
H 0.096 -6.046 -0.024 0.00
H 0.327 -0.552 4.124 0.00
C 0.104 -0.800 2.210 0.01
C 6.460 1.113 -0.747 0.00
O -0.492 -2.298 -2.177 0.00
N 0.161 1.458 -0.619 -0.02
H -5.989 1.279 -0.663 0.00
C 3.693 1.019 -0.472 0.00
N 0.178 -0.074 3.229 0.00
H -5.183 3.396 -1.679 0.00
C 0.017 -4.976 0.068 0.00
H -3.347 -1.963 -0.608 0.00
H 3.768 3.150 -0.476 0.00
C 0.187 -4.295 1.252 0.00
C 5.812 -0.113 -0.669 0.00
C -2.651 0.785 -0.260 0.01
N -0.056 -2.236 0.039 0.04
```

Record 3
C21H18F6IN6O4RhS5Se | the ωB97M-V functional and the def2-TZVPD basis

Summary:
HOMO-LUMO gap (alpha / beta)	6.41 / 6.41	eV
relative energy (zero: lowest compared OMol25 entry of this formula, charge and spin)	1.147	eV
molecular weight	1001.51	g mol⁻¹
E_tot	-6840.322046	hartree
highest occupied orbital energy (alpha / beta)	-0.296 / -0.296	Eh

Geometry as XYZ:
```
63
Properties=species:S:1:pos:R:3:nbo_charge:R:1
F -0.735 -5.547 2.026 -0.31
O -3.081 -0.300 4.435 -0.89
C 3.132 -3.039 -2.821 -0.23
N 0.612 3.875 -1.895 -0.26
C -1.165 -4.713 2.971 0.75
O -3.078 -0.473 1.957 -1.01
N -0.387 3.348 -1.118 -0.26
F -0.232 -4.596 3.907 -0.30
H -3.543 -0.279 -2.190 0.37
S -1.848 1.283 -0.517 0.06
H 2.283 0.084 3.768 0.24
F -5.692 -0.992 3.317 -0.30
H 3.919 -2.778 -3.517 0.22
C 1.101 -3.709 -1.043 -0.22
C 1.296 3.031 -2.704 -0.13
C 0.942 5.768 -0.423 -0.16
C 0.956 0.210 2.099 0.10
H 1.002 5.679 -3.811 0.24
O -2.481 -3.430 1.153 -0.96
C 3.304 -4.093 -1.935 -0.21
H 0.795 5.103 0.416 0.23
H 0.307 -3.971 -0.359 0.24
C 3.147 -0.718 1.963 -0.12
F -4.937 -2.727 2.267 -0.31
H 4.081 -1.011 2.426 0.23
F -2.276 -5.193 3.509 -0.30
H 1.420 8.092 -3.466 0.22
H 3.703 -1.280 -0.053 0.24
N -2.029 -2.258 3.383 -1.22
C 2.287 -4.426 -1.048 -0.19
F -4.856 -2.656 4.430 -0.30
S 2.606 3.304 -3.668 -0.16
C 0.938 -2.641 -1.919 -0.24
C 1.049 6.092 -2.815 -0.20
H 1.222 7.518 0.771 0.22
N -3.248 -1.272 -0.508 -0.56
H -3.189 -1.864 -2.410 0.37
C 1.350 7.958 -1.326 -0.20
C 1.719 -0.522 0.083 0.07
H -3.839 -0.641 0.030 0.41
H 2.412 -5.255 -0.364 0.22
Se -0.697 -1.652 -2.015 0.06
C -4.753 -1.935 3.321 0.73
S -3.097 -1.113 3.268 2.27
S -1.508 -3.094 2.164 2.24
C 1.174 7.121 -0.234 -0.22
C 2.148 -0.129 2.718 -0.29
N -3.742 -1.219 -1.852 -0.64
C 0.884 5.267 -1.714 0.12
C 2.944 -0.879 0.605 -0.25
Rh -1.316 -0.782 0.117 0.63
H 4.227 -4.658 -1.939 0.22
C -0.532 2.091 -1.355 -0.16
S 0.557 1.455 -2.545 0.43
C 1.953 -2.306 -2.812 -0.18
H 1.531 9.014 -1.175 0.22
H -3.437 -2.204 -0.131 0.43
N 0.702 -0.036 0.809 -0.52
O -0.249 -2.596 1.649 -0.95
H 1.827 -1.473 -3.491 0.22
I -0.409 1.326 3.192 0.24
H 1.538 -0.602 -0.973 0.23
C 1.287 7.442 -2.612 -0.20
```

Record 4
C21H18N2O4 | the ωB97M-V functional and the def2-TZVPD basis

Summary:
HOMO-LUMO gap	8.40	eV
relative energy (zero: lowest compared OMol25 entry of this formula, charge and spin)	0.648	eV
SMILES	COc1ccc2cc(CCNC(=O)c3cc4ccccc4o3)c(=O)[nH]c2c1
molecular weight	362.38	g mol⁻¹
E_tot	-1221.567649	hartree
highest occupied orbital energy	-0.294	Eh

Geometry as XYZ:
```
45
Properties=species:S:1:pos:R:3:nbo_charge:R:1
O 2.099 0.349 -1.702 -0.62
C 2.111 -0.038 1.927 -0.17
H -3.455 -2.008 -3.622 0.23
C 1.974 -1.959 0.448 -0.12
C 2.843 0.894 2.677 -0.14
H -1.633 2.453 4.385 0.18
C 2.213 1.910 3.343 -0.27
C 1.281 -0.476 -2.071 0.62
O -0.229 -2.597 -0.195 -0.66
H -5.448 1.523 -2.230 0.21
H -1.450 3.488 2.939 0.18
C 0.521 -1.854 0.423 0.63
C -3.340 1.521 -1.927 -0.18
H 3.535 -3.337 -0.078 0.22
H 3.148 -3.111 -2.563 0.20
C 2.710 -1.090 1.178 -0.09
C -3.428 -1.035 -3.158 -0.27
C 2.797 -2.355 -1.857 -0.21
H 3.789 -1.166 1.182 0.21
H 0.790 -2.396 -2.460 0.42
C 0.712 0.096 1.880 0.30
C -2.232 -0.486 -2.722 0.36
N 1.576 -1.769 -2.354 -0.60
H -0.334 1.830 -1.337 0.25
H -5.522 -0.679 -3.288 0.22
H -3.308 2.495 -1.462 0.21
H -1.013 -0.721 1.119 0.41
H 3.528 -1.546 -1.788 0.23
C -0.793 0.987 -1.810 -0.24
C 0.814 2.043 3.285 0.34
C 2.579 -2.984 -0.465 -0.44
O -1.000 -1.031 -2.800 -0.42
C -4.571 -0.286 -2.965 -0.20
N -0.005 -0.818 1.161 -0.58
H 1.889 -3.825 -0.557 0.23
O 0.301 3.088 3.979 -0.48
H 2.765 2.634 3.920 0.23
H 3.918 0.803 2.716 0.22
C -1.090 3.301 3.956 -0.25
C 0.068 1.135 2.554 -0.37
C -2.170 0.785 -2.110 -0.15
H -1.006 1.207 2.486 0.22
C -4.527 0.973 -2.359 -0.23
C -0.142 -0.131 -2.245 0.19
H -1.264 4.185 4.567 0.20
```

Record 5
C21H18N4O2 | the ωB97M-V functional and the def2-TZVPD basis

Summary:
HOMO-LUMO gap	8.64	eV
relative energy (zero: lowest compared OMol25 entry of this formula, charge and spin)	17.845	eV
SMILES	Cc1cccc(C(=O)Nc2cccc(C(=O)N/N=C/c3ccccn3)c2)c1
molecular weight	358.40	g mol⁻¹
E_tot	-1179.925283	hartree
highest occupied orbital energy	-0.318	Eh

Geometry as XYZ:
```
45
Properties=species:S:1:pos:R:3:nbo_charge:R:1
N -1.993 -6.383 -2.238 -0.46
C 0.062 -6.348 -0.493 -0.18
H 0.475 -0.121 2.903 0.21
H 1.702 7.717 -0.746 0.22
C 2.054 7.534 0.292 -0.65
C -0.144 -7.617 -1.064 -0.27
H 0.736 -6.309 0.372 0.21
C 1.689 3.791 0.539 -0.26
H 4.732 4.282 2.152 0.22
C 0.901 2.794 0.241 0.63
C -2.049 -0.568 -0.020 -0.13
C -1.320 -7.563 -1.991 0.03
C 2.324 6.020 0.558 -0.01
C -2.641 -4.129 -2.136 0.09
O 0.283 2.986 -0.947 -0.68
C -2.089 -1.556 0.864 -0.18
C -0.239 0.627 1.003 0.18
H -1.423 -8.457 -2.753 0.20
O -3.632 0.175 -1.507 -0.58
N -2.834 -2.082 -1.961 -0.43
C -1.546 -5.432 -1.654 0.25
H 1.365 8.146 0.963 0.23
C 3.681 4.577 1.690 -0.18
H -0.920 -2.061 2.656 0.20
C -1.146 0.514 -0.223 -0.11
H -3.721 -2.108 -2.545 0.37
H 0.620 5.478 -0.085 0.23
N -2.338 -3.157 -1.484 -0.22
H -3.311 -4.362 -2.612 0.13
C 1.535 4.972 0.206 -0.12
N 0.441 1.841 0.848 -0.49
H 3.016 8.259 0.187 0.22
H 3.046 2.453 1.516 0.19
C 2.778 3.547 1.093 -0.12
C -1.099 -1.334 1.989 -0.16
H -1.169 1.281 -0.733 0.23
H 0.425 -8.592 -0.741 0.25
C -2.883 -0.813 -1.159 0.66
C -0.689 -5.298 -0.658 -0.29
H -0.625 -4.241 -0.257 0.25
H 4.291 6.596 1.520 0.24
C 3.363 5.940 1.441 -0.22
C -0.134 -0.406 1.922 -0.26
H 0.937 1.787 1.973 0.35
H -2.508 -2.382 1.077 0.22
```

Record 6
C21H18N6O4Ta | the ωB97M-V functional and the def2-TZVPD basis

Summary:
HOMO-LUMO gap	8.36	eV
relative energy (zero: lowest compared OMol25 entry of this formula, charge and spin)	0.293	eV
net charge	+1
molecular weight	599.36	g mol⁻¹
E_tot	-1497.448921	hartree
highest occupied orbital energy	-0.462	Eh

Geometry as XYZ:
```
50
Properties=species:S:1:pos:R:3:nbo_charge:R:1
C -3.237 -2.907 4.597 0.41
C -0.629 1.766 -1.802 0.06
N -4.077 -3.206 5.325 -0.30
O 0.384 -2.345 -0.323 -0.61
C -2.463 1.956 -0.422 0.12
H 6.370 -0.286 -0.297 0.24
H -0.488 2.531 1.456 0.24
H -0.590 -3.393 -2.776 0.26
C 5.297 -0.158 -0.275 -0.23
H 5.164 -0.409 1.841 0.23
N -1.407 -1.128 -0.811 -0.78
C 3.163 -0.232 3.511 -0.72
C -2.416 3.202 -2.442 -0.07
H 2.428 -0.209 4.309 0.26
C 4.619 -0.219 0.926 -0.11
N -1.252 1.433 -0.660 -0.51
H 3.849 0.611 3.598 0.26
H -4.055 3.239 -1.046 0.26
C -0.657 -2.246 -0.981 0.72
C 3.217 0.233 -1.452 -0.28
C 4.592 0.061 -1.458 -0.11
H -2.965 1.646 0.480 0.23
N -2.242 -2.606 3.787 -0.53
C 3.228 -0.066 0.956 -0.28
C -1.854 -1.892 2.900 0.79
H -3.468 -3.065 -2.106 0.26
C -1.277 -3.210 -1.950 -0.52
H -0.634 2.897 -3.614 0.25
O 1.217 0.375 -0.186 -0.77
H 5.125 0.096 -2.399 0.24
C 2.466 -0.211 2.192 0.68
C -0.760 1.590 1.933 -1.08
C -3.014 4.131 -3.370 0.23
C -1.172 2.647 -2.712 -0.19
H -0.190 1.480 2.856 0.25
H -1.817 1.622 2.209 0.24
H -2.626 -2.268 -3.420 0.26
H 2.665 0.402 -2.366 0.23
O 1.224 -0.341 2.205 -0.63
C -2.571 -2.501 -2.358 -0.52
C 2.556 0.179 -0.241 0.45
C -2.593 -1.198 -1.567 0.71
N -3.485 4.874 -4.107 -0.21
Ta -0.356 -0.128 0.724 2.38
H -1.436 -4.164 -1.448 0.26
O -3.460 -0.369 -1.570 -0.56
H 0.333 1.317 -1.977 0.23
N -1.382 -1.228 2.013 -0.85
C -3.076 2.846 -1.279 -0.19
H 3.752 -1.149 3.598 0.27
```